No. 1
Here is a structure of composition C12H21BF4MoN2S4 at a distorted geometry from OMol25. Energies are from wB97M-V/def2-TZVPD.

Calculated values
2S+1 = 1
E_HOMO (spin up / spin down) = -14.7 / -14.9 eV
net charge = +2
electronic energy = -72500.64516 eV

Last column: Löwdin charge in e.
Cartesian coordinates (Å):
Mo -0.29 -0.76 -0.39  1.16
S -0.04 -0.37 2.15  0.90
S 0.73 2.48 0.41  0.87
S 0.25 0.75 -2.46  0.70
S -2.23 0.84 0.00  0.86
F 1.82 -2.71 1.82  0.23
F 3.52 -1.30 2.14  0.30
F 3.80 -3.14 0.84  0.32
F 1.62 -0.79 -0.15  -0.53
N 2.60 -0.46 -2.75  0.15
N 1.58 0.31 -4.66  0.14
C -2.49 1.08 1.81  -0.41
C -0.04 -3.11 -0.58  -0.12
C -0.29 -2.57 -1.86  -0.15
C -1.17 -2.86 0.24  -0.14
C -2.13 -2.17 -0.54  -0.21
C 0.79 2.35 2.24  -0.47
C 1.10 0.95 2.70  -0.44
C -0.86 3.36 0.17  -0.48
C 1.59 0.15 -3.35  -0.82
C -1.59 -1.98 -1.84  -0.20
C -1.93 2.57 -0.55  -0.47
C -1.71 0.14 2.71  -0.43
B 3.08 -2.41 1.62  -0.94
H -1.70 2.46 -1.61  0.04
H 0.31 -2.75 -2.74  0.13
H 0.82 0.76 -5.14  0.12
H -3.56 0.91 1.96  0.10
H -1.59 0.58 3.70  0.10
H -2.15 -1.67 -2.71  0.14
H -2.23 -0.82 2.81  0.08
H 0.80 -3.72 -0.31  0.14
H -2.90 3.07 -0.44  0.10
H 2.67 -0.48 -1.74  0.08
H 2.06 0.61 2.33  0.07
H 2.38 0.03 -5.22  0.14
H -3.16 -2.02 -0.26  0.13
H -0.64 4.24 -0.45  0.09
H -1.31 -3.26 1.23  0.14
H -0.15 2.71 2.64  0.07
H 3.41 -0.76 -3.28  0.14
H -1.17 3.72 1.15  0.08
H 1.59 3.01 2.58  0.10
H -2.28 2.12 2.02  0.07
H 1.11 0.89 3.79  0.11


No. 2
Here is an isolated molecule of C5H7NO2 at a distorted geometry from OMol25. Energies are from wB97M-V/def2-TZVPD.

Calculated values
2S+1 = 1
E_HOMO = -9.4 eV
net charge = 0
electronic energy = -10880.72188 eV
structure (SMILES) = C[C@@H]1C(=O)[C@@H]1C(N)=O

Last column: Löwdin charge in e.
Cartesian coordinates (Å):
O 1.97 -1.30 0.16  0.11
O -0.87 2.16 -0.42  0.06
N 0.41 1.40 1.31  0.18
C 1.26 -0.79 -0.68  -0.33
C -1.06 -1.28 0.23  -0.05
C -0.06 1.36 0.03  -0.53
C -0.20 -0.69 -0.85  -0.20
C 0.84 0.55 -0.96  -0.01
H 1.15 0.76 1.59  0.11
H 0.09 2.17 1.88  0.12
H -2.02 -0.77 0.27  0.09
H -0.59 -0.96 -1.84  0.14
H -1.23 -2.34 0.01  0.09
H 0.92 0.97 -1.95  0.15
H -0.60 -1.24 1.21  0.08


No. 3
Here is a structure of composition C15H31BEuF4P2 at a distorted geometry from OMol25. Energies are from wB97M-V/def2-TZVPD.

Calculated values
2S+1 = 8
E_HOMO (spin up / spin down) = -5.5 / -5.6 eV
net charge = 0
electronic energy = -65510.94079 eV
expectation value of S² = 15.76

Last column: Mulliken spin population.
Cartesian coordinates (Å):
Eu -0.03 0.00 3.52  7.02
P 0.21 -1.68 1.44  0.01
P -0.10 1.88 1.45  0.02
F -0.85 1.31 7.65  0.00
F 1.30 0.17 7.37  0.00
F -0.62 -0.98 7.44  0.00
F -0.07 0.77 5.61  0.00
C 0.39 0.83 0.04  0.00
C -0.18 -0.61 0.01  0.00
C 0.57 1.73 -3.87  0.00
C 0.10 -1.94 4.94  -0.07
C 1.04 3.19 1.83  0.00
C -1.81 2.40 1.39  0.00
C -0.74 1.78 -3.61  0.00
C -1.45 -0.33 -4.92  0.00
C 1.30 0.84 -4.83  0.00
C -0.93 -3.06 1.53  0.00
C 0.54 -1.36 -3.69  0.00
C -1.85 0.99 -4.23  0.00
C -0.75 -1.29 -4.00  0.00
C 1.92 -2.25 1.34  0.00
C 1.68 -0.52 -4.21  0.00
B -0.06 0.26 7.26  0.00
H 2.28 -1.08 -4.94  0.00
H 2.06 2.76 2.04  0.00
H 0.26 -1.16 -0.83  0.00
H 0.37 -2.81 4.37  0.01
H 2.36 -0.34 -3.36  0.00
H -1.10 2.56 -2.92  0.00
H -0.02 1.45 -0.77  0.00
H -1.29 -0.60 -0.06  0.01
H 0.67 3.74 2.73  0.00
H -1.44 -2.04 -3.56  0.00
H 2.63 -1.39 1.40  0.00
H 0.86 -1.69 5.71  0.00
H 1.50 0.83 0.06  0.01
H -0.77 -3.54 0.54  0.00
H -2.51 1.53 1.35  0.00
H 0.77 0.69 -5.78  0.00
H 2.26 1.35 -5.08  0.00
H 2.11 -2.94 2.19  0.00
H -1.96 -2.67 1.69  0.00
H 0.88 -2.18 -3.04  0.00
H 0.97 3.76 0.88  0.00
H -2.56 0.75 -3.42  0.00
H -2.40 -0.81 -5.24  0.00
H -2.03 3.02 2.30  0.00
H -0.64 -3.71 2.39  0.00
H -1.78 3.00 0.45  0.00
H 1.23 2.45 -3.35  0.00
H 1.96 -2.77 0.35  0.00
H -2.43 1.60 -4.94  0.00
H -0.95 -1.80 5.28  0.00
H -0.89 -0.12 -5.84  0.00


No. 4
Here is an isolated molecule of C17H23BCl4O2Si at a distorted geometry from OMol25. Energies are from wB97M-V/def2-TZVPD.

Calculated values
2S+1 = 1
E_HOMO = -8.7 eV
net charge = 0
electronic energy = -80743.67077 eV

Last column: Löwdin charge in e.
Cartesian coordinates (Å):
Cl 1.39 -2.60 -1.45  0.49
Cl 4.22 0.04 6.82  0.68
Cl 1.36 -5.07 0.36  0.44
Cl 3.97 -3.45 -0.12  0.44
Si -1.82 0.71 -1.84  0.66
O -0.37 -0.81 0.16  0.02
O 1.70 -2.61 1.25  -0.16
C 0.39 0.79 1.62  0.10
C -2.66 2.67 -3.81  -0.14
C 3.60 -0.36 5.27  -0.68
C 3.82 0.49 4.17  -0.09
C 2.31 -1.86 3.84  0.00
C -0.81 0.41 -0.25  -0.12
C -1.01 -0.29 -3.21  -0.31
C -4.51 0.84 -0.81  -0.16
C 1.75 -1.23 1.44  -0.27
C 0.39 0.19 -3.56  -0.17
C -3.55 0.04 -1.68  -0.31
C -1.96 2.48 -2.46  -0.31
C 0.34 -0.66 1.44  -0.17
C 2.48 -0.98 2.77  -0.15
C -0.22 1.40 0.56  0.01
C 3.26 0.17 2.94  -0.05
C 2.85 -1.54 5.10  -0.08
B 2.11 -3.35 0.14  -1.90
H -2.49 3.07 -1.69  0.07
H -4.65 1.87 -1.17  0.06
H -2.67 3.73 -4.09  0.08
H 4.40 1.40 4.32  0.11
H -4.16 0.89 0.23  0.07
H -3.44 -0.98 -1.28  0.09
H 2.38 -0.73 0.66  0.17
H -3.94 -0.06 -2.70  0.09
H -5.49 0.36 -0.80  0.07
H 1.04 0.15 -2.69  0.05
H -0.28 -1.22 2.16  0.21
H -2.16 2.13 -4.62  0.07
H 1.70 -2.77 3.72  0.14
H 2.68 -2.21 5.95  0.11
H -0.25 2.46 0.33  0.13
H -0.95 -1.32 -2.82  0.07
H -3.71 2.34 -3.80  0.07
H 1.00 1.27 2.38  0.14
H -1.69 -0.29 -4.07  0.08
H -0.95 2.91 -2.52  0.07
H 3.38 0.86 2.10  0.12
H 0.82 -0.46 -4.32  0.08
H 0.40 1.22 -3.95  0.06


No. 5
Here is a structure of composition C15H27CoN5O6 at a distorted geometry from OMol25. Energies are from wB97M-V/def2-TZVPD.

Calculated values
2S+1 = 4
E_HOMO (spin up / spin down) = -6.9 / -7.8 eV
net charge = 0
electronic energy = -73343.60421 eV
expectation value of S² = 4.11

Last column: Mulliken spin population.
Cartesian coordinates (Å):
Co -0.57 -0.16 -0.23  1.91
O -2.34 -1.20 1.27  -0.17
O -2.85 2.04 -1.68  0.02
O 1.12 2.13 0.68  0.14
O -1.75 -0.05 -1.51  0.20
O -1.15 -2.87 -0.11  0.02
O 2.25 0.64 -0.91  -0.03
N -1.71 -0.07 1.09  -0.32
N 0.72 -1.13 1.86  0.02
N 1.32 -0.27 -1.07  -0.09
N -0.25 -1.98 -0.61  0.11
N -0.06 1.56 0.60  0.17
C -0.90 3.40 2.05  0.02
C 3.20 -1.80 -1.82  -0.01
C -1.03 2.07 1.40  -0.12
C 2.45 -1.23 3.52  0.00
C 2.02 -2.46 4.00  0.00
C -2.06 1.14 1.57  0.17
C 2.67 -3.23 5.13  0.00
C 0.27 -2.28 2.36  0.00
C 1.81 -1.50 -1.45  0.03
C 0.89 -2.99 3.39  0.00
C -0.77 2.30 -2.45  1.00
C -3.45 1.37 2.12  -0.02
C 1.80 -0.60 2.45  0.00
C 0.78 -3.83 -1.88  0.00
C 0.78 -2.47 -1.33  0.00
H 0.37 2.47 -2.37  -0.02
H 0.48 -3.93 3.68  0.00
H -3.64 2.48 -2.08  0.00
H 1.18 -4.63 -1.23  0.00
H -1.85 -0.96 -1.80  -0.02
H -2.50 1.01 -1.80  0.00
H 3.32 -0.78 3.96  0.00
H -4.16 1.64 1.31  0.01
H -0.60 -2.75 1.94  0.00
H -1.73 -2.13 0.51  0.00
H -0.88 1.49 -3.28  -0.01
H 1.74 1.33 -0.20  0.01
H -1.82 3.65 2.58  0.00
H -3.91 0.54 2.68  0.00
H -1.58 2.88 -2.11  -0.02
H -0.71 4.08 1.21  -0.01
H 1.96 -3.41 5.96  0.00
H -0.17 -4.23 -2.27  0.00
H 1.48 -3.86 -2.72  0.00
H -3.47 2.22 2.81  0.00
H 3.33 -1.87 -2.92  0.01
H 3.02 -4.21 4.81  0.00
H 2.17 0.35 2.09  0.00
H 3.60 -2.72 -1.35  0.00
H 3.80 -0.95 -1.45  0.00
H 3.52 -2.68 5.54  0.00
H -0.04 3.36 2.73  -0.01


No. 6
Here is a structure of composition C27H56BN2O10PS at a distorted geometry from OMol25. Energies are from wB97M-V/def2-TZVPD.

Calculated values
2S+1 = 3
E_HOMO (spin up / spin down) = -8.3 / -9.2 eV
net charge = 0
electronic energy = -73162.84957 eV
expectation value of S² = 2.01

Last column: Mulliken spin population.
Cartesian coordinates (Å):
S 2.32 -2.52 -1.84  0.00
P 4.51 0.01 -1.57  0.00
O 1.37 -3.30 -2.52  0.00
O -1.80 -2.23 1.75  0.56
O 2.94 -3.20 -0.78  0.00
O 5.76 -0.92 -1.87  0.00
O -1.12 4.85 1.48  0.59
O 4.00 -0.53 -0.19  0.00
O 1.63 -1.14 -1.36  0.00
O 3.34 -1.89 -2.92  0.00
O 4.85 1.42 -1.53  0.00
O 0.46 1.55 -3.60  0.00
N -1.55 3.65 1.27  0.34
N -2.46 -3.35 1.71  0.36
C -1.35 -5.21 3.68  -0.02
C -2.37 3.10 3.57  0.02
C -1.32 2.82 2.49  -0.01
C 1.58 3.59 -1.76  0.00
C 3.24 -0.40 -2.88  0.00
C -0.61 -4.90 2.37  0.02
C -2.34 -5.63 0.70  0.01
C 4.53 -0.79 -5.05  0.00
C -3.80 3.07 3.04  -0.02
C -3.17 -3.55 3.00  0.03
C -1.33 1.32 2.13  0.05
C 3.53 0.10 -4.30  0.00
C 0.07 3.08 3.07  -0.01
C 1.79 -0.26 -2.50  0.00
C -2.93 3.70 0.73  0.01
C -3.04 4.78 -0.35  -0.01
C -4.32 -4.57 2.84  0.01
C -3.96 3.99 1.83  0.02
C -3.29 2.39 0.01  0.03
C 3.86 1.60 -4.32  0.00
C 5.64 3.36 -3.94  0.00
C -1.54 -4.43 1.25  0.04
C -0.70 -3.92 0.09  -0.01
C 5.34 1.96 -4.44  0.00
C 1.14 2.18 -1.28  -0.02
C -3.86 -2.26 3.45  -0.02
C -2.22 -4.03 4.10  0.02
B 1.12 1.19 -2.48  0.00
H 2.58 -0.01 -4.81  0.00
H -3.27 -5.30 0.23  -0.01
H -4.02 4.73 -0.81  0.00
H -1.96 -6.12 3.57  0.00
H -4.46 -2.46 4.33  0.00
H 5.06 3.54 -3.04  0.00
H 2.63 3.74 -1.56  0.00
H -2.59 -6.37 1.46  0.00
H 0.42 0.82 -4.25  0.00
H 1.05 4.37 -1.24  0.00
H -2.32 0.86 2.19  0.00
H -2.18 4.08 4.01  0.01
H 0.84 2.91 2.32  0.00
H 3.97 -1.55 -5.57  0.00
H 0.13 2.28 -0.89  0.02
H -0.71 0.74 2.82  0.00
H -3.14 -1.48 3.71  0.01
H -4.96 3.89 1.41  0.00
H 4.57 -1.25 0.12  0.00
H -1.57 -3.20 4.40  0.01
H -0.62 -5.43 4.46  0.00
H -4.51 -1.88 2.67  0.00
H 5.60 1.89 -5.49  0.00
H 3.49 2.10 -3.43  0.00
H 1.43 3.75 -2.82  0.00
H -3.98 -5.59 2.71  0.00
H 1.30 -0.82 -3.30  0.00
H 0.14 -4.13 2.57  0.00
H 0.18 4.10 3.44  0.00
H -0.93 1.15 1.13  -0.01
H 5.34 4.10 -4.67  0.00
H -2.51 2.11 -0.70  -0.02
H -2.29 4.62 -1.13  0.00
H -2.26 2.37 4.38  0.00
H 5.27 -1.26 -4.42  0.00
H -0.08 -4.73 -0.31  0.00
H 6.24 -0.55 -2.63  0.00
H 0.25 2.41 3.90  0.00
H -4.49 3.39 3.83  0.00
H -0.07 -5.78 2.04  0.00
H -4.95 -4.31 1.98  -0.01
H -2.80 -4.29 4.99  0.00
H -3.45 1.55 0.68  0.00
H 6.69 3.49 -3.70  0.00
H 5.05 -0.24 -5.82  0.00
H -3.86 5.03 2.16  0.01
H -1.33 -3.56 -0.73  0.00
H -4.22 2.51 -0.55  0.00
H -4.10 2.05 2.79  0.00
H 3.35 2.08 -5.15  0.00
H -2.91 5.78 0.05  0.00
H -0.02 -3.12 0.38  0.00
H -4.95 -4.57 3.72  0.00
H 1.77 1.83 -0.48  0.00
H -1.77 -6.16 -0.06  0.00
H 5.96 1.23 -3.93  0.00


No. 7
Here is a structure of composition BaH12O6 at a distorted geometry from OMol25. Energies are from wB97M-V/def2-TZVPD.

Calculated values
2S+1 = 1
E_HOMO = -19.4 eV
net charge = +2
electronic energy = -13161.72476 eV

Last column: Löwdin charge in e.
Cartesian coordinates (Å):
Ba 0.20 -0.36 -0.05  2.17
O 0.04 -2.92 1.30  -0.14
O 0.97 -0.41 -2.67  -0.18
O -2.46 -0.99 0.45  -0.19
O -0.02 2.21 -0.98  -0.14
O -0.68 0.71 2.22  -0.15
O 2.54 1.21 0.17  -0.14
H -0.50 1.62 2.38  0.06
H 2.17 2.06 0.04  0.01
H -0.91 2.54 -1.13  0.08
H -2.82 -1.28 1.29  0.06
H 1.38 0.27 -3.25  0.09
H 0.38 2.17 -1.82  0.03
H 3.08 1.01 -0.66  0.11
H -0.23 -3.26 2.15  0.07
H -1.25 0.45 2.89  0.04
H 0.53 -3.68 0.98  0.07
H 0.63 -1.04 -3.28  0.06
H -3.03 -0.32 -0.02  0.10